Entry 1:
A molecular structure, C16H16BEuN9O7. Source: the OMol25 dataset; level of theory: wB97M-V/def2-TZVPD.

```
50
Properties=species:S:1:pos:R:3:mulliken_spin:R:1
H 0.983 3.371 0.173 0.001
N 0.546 1.813 -1.204 -0.001
B 0.162 0.346 -3.275 -0.002
N 0.547 1.724 -2.602 0.004
C 0.913 2.923 -3.106 0.001
Eu 0.229 0.109 0.347 6.235
H 0.971 3.037 -4.192 0.000
C 1.158 3.813 -2.044 0.000
H 1.464 4.856 -2.082 0.000
C 0.918 3.071 -0.878 -0.005
H 0.221 0.480 -4.472 0.000
C -0.641 -1.989 1.196 0.745
H -0.552 -1.631 2.239 0.065
H 0.185 -2.617 0.814 0.036
H -1.636 -2.093 0.741 0.036
N -1.303 -0.050 -2.856 -0.003
N 1.171 -0.791 -2.834 -0.003
N -1.598 -0.223 -1.505 0.001
N 1.279 -1.093 -1.470 -0.003
C -2.422 -0.244 -3.594 0.001
C 2.041 -1.561 -3.526 0.001
H -2.363 -0.128 -4.681 0.000
H 2.096 -1.439 -4.614 0.000
C -3.475 -0.566 -2.733 -0.002
C 2.726 -2.393 -2.625 -0.002
C -2.905 -0.548 -1.443 0.003
C 2.215 -2.065 -1.355 -0.001
H -4.512 -0.784 -2.994 0.000
H 3.492 -3.137 -2.843 0.000
H -3.379 -0.754 -0.480 0.001
H 2.475 -2.459 -0.363 0.002
H -1.330 0.983 1.278 -0.107
O -0.313 0.050 7.708 0.000
N 0.560 -0.630 7.129 0.000
O 1.197 -1.513 7.742 0.000
C 0.832 -0.391 5.743 0.001
C 0.095 0.608 5.101 0.002
C 0.398 0.894 3.779 0.004
C 1.401 0.116 3.098 -0.003
O 1.746 0.312 1.896 0.000
C 2.094 -0.923 3.785 0.002
C 1.816 -1.162 5.113 -0.001
N 3.087 -1.712 3.070 0.000
O 3.675 -2.581 3.745 0.001
O 3.364 -1.562 1.860 -0.001
N -0.257 2.034 3.166 -0.004
O -1.259 2.508 3.724 -0.003
O 0.101 2.472 2.031 0.000
H -0.649 1.210 5.594 0.000
H 2.374 -1.926 5.622 0.000
```

multiplicity	8
⟨S²⟩	15.81
relative energy (zero: lowest compared OMol25 entry of this formula, charge and spin)	75.64	kJ/mol
LUMO (spin up / spin down)	-1.62 / -2.41	eV

=====

Entry 2:
A molecular structure, C16H16BF4N7OS2Zr. Source: the OMol25 dataset; level of theory: wB97M-V/def2-TZVPD.

```
48
Properties=species:S:1:pos:R:3:mulliken_charge:R:1
Zr 0.228 -0.030 -0.658 0.995
C 2.718 -0.405 3.238 -1.735
C 2.227 -0.363 1.829 0.833
N 1.071 -0.762 1.443 0.969
N 0.216 -1.288 2.358 -1.567
C -0.680 -2.053 1.771 0.434
N -1.605 -2.607 2.576 -0.363
S -0.691 -2.395 0.072 -0.391
C 3.116 0.108 0.748 0.791
C 4.398 0.577 0.989 -0.916
C 5.197 0.944 -0.082 -0.437
C 4.701 0.826 -1.366 -0.984
C 3.403 0.371 -1.531 0.038
N 2.628 0.025 -0.505 0.050
H 2.019 -0.963 3.852 0.397
H 2.796 0.611 3.632 0.343
H 3.705 -0.864 3.293 0.409
H -1.655 -2.276 3.525 0.255
H -2.401 -3.065 2.170 0.236
H 4.766 0.661 2.000 0.404
H 6.198 1.317 0.090 0.431
H 5.287 1.092 -2.233 0.414
H 2.953 0.282 -2.511 0.482
N -0.409 -1.298 -5.069 -0.468
C -0.536 -1.048 -3.737 0.780
S 0.819 -1.510 -2.741 -0.440
N -1.642 -0.516 -3.331 -1.383
N -1.679 -0.244 -1.970 0.754
C -2.884 -0.180 -1.524 -0.539
C -3.327 0.116 -0.185 0.777
C -4.692 -0.006 0.103 -0.889
C -5.187 0.309 1.350 -0.775
C -4.316 0.784 2.330 -0.417
C -2.969 0.930 2.070 -0.650
C -2.457 0.581 0.816 0.584
O -1.168 0.707 0.572 -0.045
H 0.305 -1.942 -5.358 0.225
H -1.249 -1.249 -5.621 0.249
H -3.671 -0.395 -2.245 0.305
H -5.361 -0.355 -0.675 0.375
H -6.242 0.205 1.563 0.406
H -4.702 1.049 3.307 0.402
H -2.281 1.301 2.817 0.451
F 1.038 2.186 -0.164 -0.295
B 0.595 2.715 -1.450 0.397
F 1.339 3.745 -1.883 -0.285
F 0.843 1.487 -2.257 -0.282
F -0.759 2.882 -1.416 -0.326
```

relative energy (zero: lowest compared OMol25 entry of this formula, charge and spin)	43.74	kJ/mol
LUMO	-0.89	eV

=====

Entry 3:
A molecular structure, C16H16Br5N3O2OsS. Source: the OMol25 dataset; level of theory: wB97M-V/def2-TZVPD.

```
44
Properties=species:S:1:pos:R:3:mulliken_spin:R:1
Os -4.048 -14.356 -4.847 2.749
Br -9.536 -15.896 -8.703 0.082
C -8.218 -15.861 -7.410 0.193
C -8.299 -16.763 -6.293 0.141
Br -9.849 -17.647 -5.914 0.071
C -7.202 -16.982 -5.471 -0.010
Br -7.070 -18.150 -3.998 0.000
C -6.124 -16.121 -5.670 0.167
O -5.070 -16.113 -4.901 0.161
C -6.166 -14.946 -6.594 0.221
O -5.291 -14.023 -6.373 0.152
C -7.183 -14.957 -7.506 -0.025
Br -7.126 -13.610 -8.761 -0.002
C -6.919 -13.352 -1.489 -0.001
C -7.242 -12.339 -2.637 0.004
N -5.926 -11.887 -3.130 0.002
C -5.410 -11.688 -4.346 0.011
S -3.689 -12.001 -4.502 0.102
N -6.182 -11.189 -5.317 -0.002
C -7.458 -10.462 -5.164 0.002
C -8.602 -11.127 -5.898 0.000
H -7.859 -13.823 -1.174 0.000
H -6.454 -12.835 -0.680 0.000
H -6.320 -14.105 -2.021 0.002
H -7.842 -11.503 -2.302 0.000
H -7.756 -12.852 -3.477 -0.002
H -5.149 -12.067 -2.465 0.004
H -5.735 -11.233 -6.248 -0.002
H -7.244 -9.518 -5.609 0.000
H -7.688 -10.350 -4.092 0.000
H -8.314 -11.458 -6.893 0.000
H -9.483 -10.492 -6.036 0.000
H -8.930 -11.965 -5.295 0.000
Br -1.232 -18.930 -2.783 -0.001
C -1.538 -17.092 -2.569 -0.006
C -1.003 -16.311 -1.536 0.023
C -1.354 -14.994 -1.459 -0.008
C -2.322 -14.437 -2.270 0.013
N -2.860 -15.155 -3.281 -0.023
C -2.451 -16.466 -3.385 0.004
H -0.313 -16.674 -0.816 0.000
H -1.035 -14.361 -0.612 0.000
H -2.667 -13.420 -2.207 -0.004
H -2.988 -17.025 -4.137 -0.017
```

multiplicity	5
charge	+2
⟨S²⟩	6.03
relative energy (zero: lowest compared OMol25 entry of this formula, charge and spin)	0.00	kJ/mol
LUMO (spin up / spin down)	-6.57 / -9.10	eV

=====

Entry 4:
A molecular structure, C16H16BrF5NO2PdSSbSe5Si. Source: the OMol25 dataset; level of theory: wB97M-V/def2-TZVPD.

```
50
Properties=species:S:1:pos:R:3:mulliken_spin:R:1
Pd 0.146 0.245 -0.446 1.165
F 6.917 0.054 -0.287 0.000
C 5.654 -0.330 -0.547 0.007
C 4.823 0.468 -1.309 -0.007
F 5.283 1.640 -1.781 0.000
C 3.531 0.059 -1.577 0.022
F 2.779 0.868 -2.328 0.000
C 3.004 -1.136 -1.090 0.018
S 1.341 -1.632 -1.381 0.126
C 3.878 -1.920 -0.341 -0.023
F 3.481 -3.095 0.160 0.001
C 5.178 -1.533 -0.067 -0.004
F 5.989 -2.321 0.662 0.000
Se -4.482 -2.565 2.727 0.722
Sb -3.963 -1.652 0.474 -0.038
Se -1.578 -1.490 -0.521 0.212
Se -5.863 -2.138 -1.034 0.716
Se -5.454 0.170 1.237 0.773
C -3.338 2.078 -1.582 0.000
C -1.897 1.769 -1.230 -0.031
O -1.141 1.449 -2.178 0.047
O -1.506 1.799 -0.025 0.068
H -3.373 2.980 -2.197 0.001
H -3.955 2.210 -0.695 0.006
H -3.721 1.248 -2.177 -0.003
C 1.310 3.696 -1.071 0.006
Si 1.598 3.307 0.741 0.004
C 3.187 4.194 1.255 0.016
C 0.192 4.051 1.743 0.004
Se 1.874 1.128 1.230 0.202
H 0.886 4.702 -1.162 0.000
H 0.613 2.995 -1.535 -0.004
H 2.249 3.665 -1.630 -0.001
H 3.127 5.262 1.013 0.000
H 4.048 3.771 0.735 0.001
H 3.355 4.094 2.330 0.001
H 0.110 5.131 1.582 0.000
H 0.347 3.865 2.809 0.000
H -0.743 3.573 1.443 0.001
Br 1.453 -2.472 2.997 -0.001
C 0.282 -1.049 3.484 0.011
C 0.549 -0.327 4.638 -0.007
C -0.300 0.728 4.925 0.009
C -1.352 1.009 4.065 -0.008
C -1.516 0.213 2.945 0.003
N -0.707 -0.809 2.667 -0.009
H 1.398 -0.569 5.259 -0.001
H -0.129 1.336 5.805 0.000
H -2.024 1.837 4.244 0.001
H -2.297 0.414 2.220 -0.007
```

multiplicity	5
charge	-2
⟨S²⟩	6.05
relative energy (zero: lowest compared OMol25 entry of this formula, charge and spin)	0.00	kJ/mol
LUMO (spin up / spin down)	3.64 / 2.70	eV

=====

Entry 5:
A single C16H16Cl2O2S molecule. Source: the OMol25 dataset; level of theory: wB97M-V/def2-TZVPD.

```
37
Properties=species:S:1:pos:R:3:mulliken_charge:R:1
Cl -7.828 1.510 1.043 -0.212
C -6.172 1.447 0.602 0.286
C -5.516 0.208 0.507 -0.570
C -4.164 0.166 0.144 -0.381
C -3.470 1.351 -0.060 0.102
S -1.773 1.273 -0.760 1.209
C -0.482 1.054 0.402 -0.639
Cl 0.651 -0.034 -0.087 0.165
O -1.872 0.113 -1.629 -0.684
O -1.702 2.603 -1.335 -0.686
C -4.112 2.586 0.033 -0.343
C -5.463 2.638 0.385 -0.505
H -6.051 -0.710 0.723 0.382
H -3.662 -0.789 0.017 0.385
H -0.602 1.417 1.410 0.452
H -3.590 3.516 -0.172 0.402
H -5.957 3.599 0.504 0.386
C 2.879 0.318 1.904 -1.549
C 2.631 0.169 0.406 1.432
C 3.260 1.326 -0.341 -1.594
C 2.966 -1.201 -0.163 0.289
C 3.276 -1.373 -1.524 -0.193
C 3.381 -2.649 -2.072 -0.701
C 3.158 -3.790 -1.283 -0.414
C 2.859 -3.618 0.075 -0.679
C 2.748 -2.345 0.621 -0.250
H 2.157 -0.245 2.510 0.382
H 3.898 -0.045 2.152 0.402
H 2.849 1.380 2.200 0.401
H 2.920 1.379 -1.386 0.371
H 3.037 2.285 0.155 0.415
H 4.358 1.212 -0.348 0.407
H 3.392 -0.498 -2.176 0.197
H 3.618 -2.763 -3.132 0.361
H 3.243 -4.778 -1.706 0.416
H 2.689 -4.491 0.714 0.350
H 2.444 -2.221 1.666 0.210
```

LUMO	-0.74	eV

=====

So what do the calculations give for strongest force on any atom? Going down the list: 3.59; 0.75; 3.19; 1.45; 2.24 eV/Å.